[1]
Here is a molecular structure, C17H31IrN3P2 at a distorted geometry from the OMol25 dataset. Energies are from wB97M-V/def2-TZVPD.

Each line ends with the Löwdin spin population.
Atoms and positions in Å:
P 2.821 0.927 -3.423  0.059
P -3.021 -0.170 -1.611  0.129
C -0.972 1.261 -3.044  0.222
C -2.483 1.068 -2.809  0.070
H -0.870 2.094 -3.761  0.012
H -0.458 1.582 -2.127  0.011
H -2.880 2.020 -2.436  0.011
H -3.005 0.834 -3.746  0.004
C -3.644 -1.619 -2.427  0.025
H -4.633 -1.878 -2.019  0.002
H -2.963 -2.461 -2.235  0.004
H -3.732 -1.445 -3.511  0.003
C -4.026 0.466 -0.298  0.019
H -5.074 0.197 -0.489  0.004
H -3.935 1.560 -0.260  0.001
H -3.725 0.065 0.675  0.002
C 4.401 0.099 -3.236  0.025
H 4.900 0.523 -2.349  0.001
H 5.009 0.279 -4.136  0.004
H 4.249 -0.982 -3.093  0.001
C 2.865 2.684 -3.189  0.004
H 2.213 2.975 -2.351  0.001
H 2.541 3.197 -4.102  0.001
H 3.909 2.961 -2.961  0.000
Ir 0.101 -0.265 -3.975  1.304
C -0.943 0.092 -5.631  0.070
C -1.052 -1.293 -5.196  0.278
C -0.248 -2.362 -5.895  0.076
C 1.244 -1.972 -5.973  0.064
C 1.643 -1.085 -4.800  0.303
C 2.129 0.325 -5.062  0.138
C 1.316 1.268 -5.987  0.040
C 0.023 0.681 -6.619  0.020
C 1.804 0.159 -2.097  0.056
H -1.886 0.651 -5.545  0.004
H -2.040 -1.580 -4.799  0.041
H -0.676 -2.523 -6.899  0.015
H -0.341 -3.303 -5.341  0.002
H 1.846 -2.896 -5.911  0.006
H 1.511 -1.490 -6.917  0.007
H 2.320 -1.640 -4.130  0.014
H 3.145 0.245 -5.485  0.054
H 1.989 1.549 -6.799  0.005
H 1.037 2.196 -5.460  0.003
H -0.510 1.514 -7.106  0.001
H 0.256 -0.035 -7.412  0.003
H 1.430 0.990 -1.475  0.003
H 2.471 -0.511 -1.540  0.011
H 0.894 -0.558 -2.329  0.043
N -1.455 -0.712 -0.955  0.378
C -1.171 -0.813 0.224  0.472
N -1.385 -0.915 1.448  0.470
C -0.642 -0.851 2.537  0.099
N -0.120 -0.817 3.582  0.403

Forces on atoms 1 to 2 (eV/Å):
-1.80 -1.85 -0.39
1.76 -0.64 -0.06

Properties
* frontier orbital gap (spin up / spin down): 0.193 / 0.177 Ha
* 2S+1: 6
* <S²>: 8.792
* largest force on an atom: 0.13222 Eh/bohr
* charge: +2

[2]
Here is 9 unconnected molecules or ions with the total composition C17H32Cl2N7O18 at a distorted geometry from the OMol25 dataset. Energies are from wB97M-V/def2-TZVPD.

Each line ends with the Löwdin charge.
Atoms and positions in Å:
C -0.349 -13.663 4.294  -0.065
C -1.449 -13.575 3.254  -0.161
N -1.631 -14.863 2.572  -0.024
C -2.231 -15.980 3.098  -0.017
C -2.286 -16.905 2.123  -0.017
N -1.647 -16.360 1.015  -0.030
C -1.376 -15.098 1.296  -0.032
C -1.273 -16.984 -0.251  -0.045
H -0.547 -14.192 5.230  0.065
H -0.142 -12.664 4.686  0.085
H 0.516 -14.081 3.782  0.071
H -1.117 -12.869 2.490  0.100
H -2.439 -13.257 3.575  0.102
H -2.552 -15.994 4.124  0.098
H -2.661 -17.909 2.072  0.112
H -0.829 -14.367 0.706  0.127
H -0.821 -16.223 -0.881  0.044
H -2.096 -17.448 -0.778  0.094
H -0.400 -17.608 -0.043  0.094
Cl -1.437 -11.588 -0.062  0.653
O -1.132 -10.271 0.441  -0.359
O -0.224 -12.361 -0.250  -0.382
O -2.285 -12.275 0.906  -0.407
O -2.112 -11.590 -1.329  -0.338
Cl -2.245 -14.947 -2.678  0.678
O -3.582 -14.467 -2.942  -0.350
O -1.334 -13.962 -3.231  -0.359
O -2.081 -15.127 -1.252  -0.428
O -1.934 -16.222 -3.310  -0.373
C -5.679 -11.930 2.080  0.078
N -5.463 -12.266 3.529  -0.428
O -4.353 -12.075 3.973  0.059
O -6.367 -12.803 4.153  0.032
H -6.484 -12.579 1.755  0.095
H -4.766 -12.109 1.525  0.087
H -6.010 -10.895 2.135  0.105
C 2.276 -14.195 -2.419  0.061
N 1.733 -15.271 -1.547  -0.426
O 1.242 -14.931 -0.490  0.051
O 1.807 -16.430 -1.908  0.059
H 3.331 -14.373 -2.607  0.091
H 2.192 -13.272 -1.856  0.095
H 1.605 -14.248 -3.276  0.105
C -5.196 -14.355 6.841  0.041
N -3.797 -14.863 6.796  -0.426
O -2.916 -14.198 7.292  0.068
O -3.616 -15.800 6.035  0.033
H -5.736 -14.607 7.750  0.097
H -5.656 -14.633 5.907  0.083
H -5.064 -13.277 6.925  0.095
C 0.629 -20.483 3.787  0.048
N -0.526 -19.814 3.137  -0.435
O -0.405 -19.472 1.979  0.057
O -1.535 -19.649 3.799  0.061
H 0.534 -21.557 3.677  0.101
H 0.745 -20.077 4.785  0.098
H 1.491 -20.160 3.206  0.098
C -1.718 -20.779 -1.009  0.049
N -0.596 -21.320 -1.824  -0.449
O -0.891 -21.991 -2.794  0.055
O 0.526 -20.945 -1.556  0.067
H -1.707 -19.702 -1.152  0.084
H -1.530 -21.064 0.021  0.085
H -2.673 -21.135 -1.376  0.093
C 4.079 -12.951 7.331  -0.098
C 3.069 -13.805 6.919  -0.098
C 3.027 -14.264 5.611  -0.103
C 3.990 -13.879 4.687  -0.084
C 5.016 -13.040 5.103  -0.098
C 5.092 -12.636 6.425  -0.106
H 4.123 -12.512 8.318  0.097
H 2.321 -14.128 7.634  0.100
H 2.215 -14.898 5.280  0.089
H 3.906 -14.246 3.673  0.104
H 5.761 -12.672 4.408  0.100
H 5.944 -12.073 6.787  0.096

Forces on atoms 1 to 2 (eV/Å):
-0.22 0.33 0.65
0.27 -0.15 -0.18

Properties
* frontier orbital gap: 0.276 Ha
* 2S+1: 1
* largest force on an atom: 0.05564 Eh/bohr
* charge: -1

[3]
Here is a molecular structure, C17H32Cl2O2P2Ti at a distorted geometry from the OMol25 dataset. Energies are from wB97M-V/def2-TZVPD.

Each line ends with the Löwdin spin population.
Atoms and positions in Å:
P -2.641 1.771 -0.937  0.002
P 1.682 -0.630 3.544  0.010
C 0.891 0.546 0.959  0.455
C 1.363 -0.671 1.675  0.070
H 0.611 1.367 1.626  0.019
H 1.426 0.863 0.036  0.041
H 0.563 -1.409 1.594  0.024
H 2.324 -1.106 1.332  0.008
C 3.020 0.614 3.295  0.008
H 2.987 1.123 4.276  0.000
H 2.773 1.373 2.529  0.004
H 4.022 0.203 3.129  0.000
C 2.023 -2.465 3.432  0.001
H 3.055 -2.723 3.184  0.000
H 1.338 -3.048 2.786  0.000
H 1.789 -2.766 4.463  0.000
C -1.888 3.279 -1.617  0.000
H -2.289 4.258 -1.364  0.000
H -1.873 3.200 -2.700  0.000
H -0.868 3.250 -1.235  0.000
C -3.804 0.982 -2.158  0.002
H -3.942 -0.073 -1.862  0.000
H -3.428 0.982 -3.188  0.000
H -4.771 1.509 -2.103  0.000
Ti -0.423 -0.427 -0.492  1.002
C 1.582 -1.844 -1.128  0.035
C 2.507 -0.819 -1.050  -0.015
C 2.701 0.297 -2.032  0.002
C 1.544 0.406 -3.045  0.012
C 0.193 0.257 -2.320  0.098
C -0.581 -0.981 -2.300  0.125
C 0.038 -2.230 -2.993  0.021
C 1.396 -2.602 -2.439  0.005
C -3.677 2.458 0.383  -0.001
H 1.377 -2.465 -0.245  0.007
H 3.274 -0.913 -0.272  0.000
H 3.667 0.176 -2.559  -0.001
H 2.815 1.267 -1.499  -0.001
H 1.604 1.383 -3.563  0.002
H 1.732 -0.309 -3.866  0.001
H -0.349 1.212 -2.293  0.014
H -1.625 -0.804 -2.538  0.008
H 0.123 -2.089 -4.079  0.005
H -0.636 -3.084 -2.889  0.000
H 1.497 -3.683 -2.256  0.001
H 2.199 -2.373 -3.160  0.000
H -3.882 1.675 1.123  0.000
H -4.612 2.929 0.058  0.000
H -3.041 3.203 0.859  0.000
Cl -0.728 -0.032 5.189  0.000
C -2.075 -0.050 3.989  0.000
Cl -3.261 1.338 4.419  0.000
C -1.731 -0.358 2.402  0.002
O -1.376 -1.549 2.104  0.006
O -1.921 0.509 1.520  0.025
H -2.693 -0.926 4.277  0.000

Forces on atoms 1 to 2 (eV/Å):
0.44 -1.31 -0.02
-1.03 0.04 -2.47

Properties
* frontier orbital gap (spin up / spin down): 0.265 / 0.227 Ha
* 2S+1: 3
* <S²>: 2.015
* largest force on an atom: 0.11300 Eh/bohr

[4]
Here is a molecular structure, C17H32Cl2O2P2V at a distorted geometry from the OMol25 dataset. Energies are from wB97M-V/def2-TZVPD.

Each line ends with the Löwdin spin population.
Atoms and positions in Å:
P -0.292 -2.577 -5.303  0.000
P -2.905 -3.550 -3.611  0.001
C -1.327 -4.000 -5.941  0.000
C -2.767 -3.948 -5.441  0.000
H -0.819 -4.930 -5.635  0.000
H -1.294 -3.925 -7.036  0.000
H -3.358 -3.187 -5.976  0.000
H -3.257 -4.922 -5.569  0.000
C -2.487 -5.243 -3.020  0.000
H -2.672 -5.294 -1.941  0.000
H -1.437 -5.491 -3.219  0.000
H -3.144 -5.952 -3.544  0.000
C -4.725 -3.650 -3.461  0.001
H -5.058 -4.635 -3.813  0.000
H -5.186 -2.857 -4.063  0.000
H -4.998 -3.515 -2.407  0.000
C 1.285 -2.915 -6.149  0.000
H 1.970 -2.085 -5.934  0.000
H 1.105 -2.987 -7.230  0.000
H 1.709 -3.852 -5.767  0.000
C -0.973 -1.321 -6.460  0.001
H -2.031 -1.113 -6.263  0.000
H -0.857 -1.708 -7.482  0.000
H -0.398 -0.395 -6.353  0.000
V -0.357 -0.435 -0.586  2.600
C -2.390 -1.602 -1.099  0.066
C -1.374 -2.518 -0.870  0.036
C -0.354 -3.053 -1.817  0.016
C 1.026 -2.362 -1.951  0.011
C 1.018 -0.944 -2.370  0.018
C -0.055 -0.131 -2.772  0.089
C -1.388 -0.600 -3.229  0.034
C -2.594 -0.699 -2.271  0.041
C 1.285 0.879 -0.255  -0.038
H -3.176 -1.528 -0.331  0.004
H -1.418 -3.046 0.095  0.003
H -0.752 -3.151 -2.845  0.001
H -0.148 -4.098 -1.532  0.003
H 1.586 -2.470 -1.003  0.001
H 1.598 -2.970 -2.681  0.003
H 1.994 -0.450 -2.275  0.001
H 0.160 0.941 -2.870  0.009
H -1.282 -1.626 -3.639  0.001
H -1.703 0.012 -4.090  0.006
H -2.890 0.306 -1.929  0.005
H -3.441 -1.061 -2.888  0.011
H 1.164 1.506 0.640  0.001
H 1.483 1.506 -1.144  0.001
H 2.135 0.188 -0.093  0.000
Cl -0.292 2.413 2.684  0.002
C -1.448 1.268 2.033  0.011
Cl -1.674 1.444 0.170  0.026
C -0.994 -0.201 2.354  0.006
O -1.317 -0.546 3.485  0.008
O -0.337 -0.840 1.450  0.020
H -2.427 1.433 2.495  0.000

Forces on atoms 1 to 2 (eV/Å):
-0.15 -0.79 -0.60
-0.18 -0.66 -1.07

Properties
* frontier orbital gap (spin up / spin down): 0.289 / 0.286 Ha
* 2S+1: 4
* <S²>: 3.773
* largest force on an atom: 0.06371 Eh/bohr

no.,molar mass (g mol⁻¹)
1,531.6
2,693.4
3,449.2
4,452.2